Density functional theory data (ωB97M-V/def2-TZVPD) for C29H45As3N3O4PdS as an isolated structure.

Geometry (Å):
Pd -0.527 -0.166 0.155
As 4.984 -0.294 3.906
As -0.336 -0.080 2.661
As 1.997 -0.737 0.143
S 0.032 1.267 -2.507
O 1.366 0.951 -2.924
O -0.153 2.020 -1.287
O -2.496 1.954 1.865
O -2.656 0.569 0.099
N -0.683 -0.162 -2.027
N -4.608 3.302 1.382
N -1.413 -2.128 -0.424
C -0.245 2.165 -5.044
C -1.537 -1.289 -4.024
C -2.956 2.711 -4.720
C 2.942 -1.591 -1.322
C 2.890 0.988 0.248
C -2.343 2.964 -5.954
C 5.452 0.025 5.745
C -0.880 1.938 -3.829
C -2.342 -3.365 -2.273
C 2.935 -2.682 3.941
C 3.042 -0.204 3.621
C -0.984 2.682 -6.095
C -2.583 -3.431 -3.675
C -3.134 3.544 -7.084
C -2.444 -4.257 -0.051
C -4.338 2.212 0.389
C -1.784 -3.104 0.385
C 2.396 -1.506 3.108
C -2.180 -2.412 -4.518
C -1.688 -2.244 -1.744
C -2.726 -4.391 -1.387
C -1.984 -0.661 3.518
C -3.034 1.507 0.839
C 6.011 0.844 2.737
C 0.135 1.518 3.665
C 0.875 -1.471 3.372
C -2.234 2.208 -3.658
C -1.275 -1.163 -2.636
C 2.752 -1.784 1.640
H -3.318 4.605 -6.906
H 3.945 0.872 0.497
H 0.714 -1.486 4.454
H -0.495 2.872 -7.042
H 2.876 0.648 2.960
H -2.605 3.451 -8.030
H -1.223 -0.497 -4.689
H -4.103 3.055 -7.178
H 2.479 -2.819 1.416
H 2.808 1.455 -0.732
H 1.054 1.966 3.293
H -2.513 0.226 3.857
H -4.577 4.235 0.973
H 3.840 -1.740 1.506
H 0.236 1.284 4.725
H 4.012 -1.609 -1.115
H -2.709 2.011 -2.704
H 3.989 -2.880 3.725
H 2.584 -2.611 -1.452
H 2.398 1.639 0.970
H 2.642 0.047 4.607
H 5.906 0.516 1.706
H -5.172 1.517 0.377
H -5.500 3.198 1.865
H 0.460 -2.412 2.996
H -2.718 -5.017 0.665
H -0.675 2.228 3.520
H -3.234 -5.269 -1.765
H -3.815 3.193 2.062
H 5.183 1.054 5.994
H -3.086 -4.303 -4.075
H -1.775 -1.306 4.370
H 4.909 -0.666 6.386
H -4.012 2.918 -4.602
H 5.648 1.869 2.841
H 2.753 -1.020 -2.229
H 2.825 -2.495 5.012
H -4.224 2.648 -0.599
H 6.525 -0.111 5.863
H 2.390 -3.598 3.711
H 0.807 1.944 -5.160
H -2.608 -1.183 2.797
H -2.367 -2.493 -5.580
H -1.554 -2.976 1.436
H 7.056 0.795 3.037

Its charge is +3. The energy relative to the best compared isomer or geometry (same formula, charge and spin) is 0.00 kcal per mole. For the highest occupied orbital energy (alpha / beta), the calculation gives -14.338 / -15.662 eV. Its spin multiplicity is 5. Its orbital gap (alpha / beta) is 7.0 / 5.7 eV.

Density functional theory data (ωB97M-V/def2-TZVPD) for a 11-piece molecular cluster, C29H45BN12O2 overall.

Geometry (Å):
O 3.118 0.309 -1.791
O -2.017 -1.275 -2.243
N 0.444 3.121 0.886
N -6.540 -3.312 1.730
N 7.004 4.346 -5.108
N 4.857 -8.609 2.033
N 9.578 -2.738 -0.898
N -2.668 0.424 1.788
N 4.209 7.562 -5.388
N 3.797 -4.138 -0.461
N 1.430 3.322 -3.478
N -1.273 8.684 0.677
N -3.917 2.990 6.041
N -6.373 0.279 3.092
C -2.387 2.560 3.547
C 5.746 4.361 -5.023
C -9.315 -3.280 1.916
C 0.046 2.251 -0.019
C -5.708 -0.760 3.352
C 2.827 -10.254 2.986
C 3.503 -6.126 1.461
C 5.333 8.134 -5.412
C 0.470 0.770 -2.271
C 3.664 -5.040 0.410
C 0.901 -2.406 -0.369
C -2.047 1.221 -1.430
C 4.230 4.378 -4.922
C -7.799 -3.298 1.814
C -2.541 1.392 2.586
C 1.542 -1.903 -1.792
C 8.388 -2.984 -1.235
C -4.906 -2.013 3.666
C -6.541 2.447 5.300
C -5.107 2.744 5.705
C 3.936 -9.355 2.465
C -2.728 -0.306 -1.391
C 1.032 2.226 -2.865
C 0.194 6.393 1.251
C -4.303 -0.270 -1.876
C -0.484 1.016 -0.959
C 6.687 8.824 -5.441
C -0.608 7.645 0.937
C 6.954 -3.281 -1.640
B 1.737 -0.275 -1.932
H 3.920 4.075 -3.918
H 6.770 9.518 -4.601
H -4.941 0.189 -0.983
H 2.316 -10.738 2.149
H -1.909 2.222 4.470
H -9.746 -3.970 1.186
H 1.575 -3.304 0.022
H -9.625 -3.583 2.920
H -2.356 -2.175 -1.934
H -4.281 -2.279 2.809
H -0.482 5.562 1.470
H -2.177 1.750 -2.468
H 0.836 6.568 2.118
H -0.168 -2.891 -0.580
H -3.369 2.976 3.787
H 6.456 -2.358 -1.951
H 6.801 9.381 -6.375
H -4.669 -1.359 -2.178
H 3.627 -0.178 -2.529
H -6.555 1.738 4.468
H 2.102 -9.662 3.552
H -4.264 -1.837 4.534
H -0.457 0.030 -0.311
H -5.582 -2.843 3.886
H 0.819 6.126 0.394
H 2.791 -6.880 1.112
H 3.133 -5.692 2.393
H -1.771 3.339 3.091
H -2.616 -0.678 -0.263
H 7.485 8.081 -5.370
H 4.467 -6.608 1.650
H 3.855 5.386 -5.120
H 3.247 -11.024 3.640
H 2.590 -2.459 -1.923
H 6.409 -3.712 -0.796
H 3.799 3.688 -5.652
H -7.039 3.370 4.989
H 0.776 -2.219 -2.649
H -4.378 0.421 -2.817
H -9.690 -2.272 1.717
H -7.086 2.016 6.144
H 6.940 -3.990 -2.472
H -0.099 0.257 -3.186
H -2.624 1.823 -0.578
H 0.809 -1.581 0.456

Its charge is 0. For the highest occupied orbital energy, the calculation gives -10.250 eV. Its orbital gap is 10.3 eV. Its SMILES is CCB(O)[C@H](C#N)[C@@H](C#N)C[C@@H](C)O.CC#N.CC#N.CC#N.CC#N.CC#N.CC#N.CC#N.CC#N.CC#N.CC#N.

Density functional theory data (ωB97M-V/def2-TZVPD) for C29H45Br3F4IN2O18P2S as an isolated structure.

Geometry (Å):
I 1.685 4.177 6.023
Br 0.350 3.062 -1.009
Br 0.319 5.896 0.400
Br 2.908 -2.152 1.760
S 3.101 -0.731 3.968
P 4.042 2.941 0.295
P 5.305 -2.203 -0.111
F -0.447 -4.669 -4.500
F -4.273 -5.176 0.413
F -2.677 4.979 4.244
F -1.205 -5.090 -9.826
O -1.757 -0.708 -5.978
O -1.967 0.205 -0.927
O -3.007 -3.617 1.429
O -3.126 -5.748 -7.062
O -0.273 0.838 0.984
O -3.372 -5.156 -9.223
O -5.187 -5.660 -7.978
O -4.249 -3.293 3.277
O 4.213 -3.034 -1.098
O -0.929 -2.778 -5.621
O 6.516 -1.929 -1.027
O -4.939 2.909 1.051
O -3.561 3.603 2.700
O -4.708 5.113 1.484
O 5.962 -3.185 1.130
O -2.470 -1.964 2.871
O 4.361 2.427 -1.286
O -1.413 -1.439 -3.872
N 5.495 2.425 1.196
N 2.524 2.117 1.004
C 1.534 2.183 3.525
C 2.439 5.027 2.276
C -3.178 -2.873 2.555
C -2.067 -4.779 -8.827
C 4.760 -0.506 0.451
C 1.593 3.189 0.550
C 1.553 4.497 1.104
C -1.823 -5.628 -7.619
C 1.220 1.199 5.961
C 2.239 0.689 0.574
C -3.796 -4.778 1.615
C -4.900 -4.296 2.503
C -4.452 3.792 1.686
C 2.697 1.856 2.503
C -1.048 -2.709 -3.343
C -1.403 -1.561 -5.229
C -1.450 0.168 1.477
C -2.966 4.866 2.924
C 3.511 0.457 2.639
C -3.214 2.065 -2.136
C -2.975 0.496 -1.933
C 2.047 2.266 5.064
C 0.889 0.019 1.144
C -0.292 -3.323 -4.481
C 3.359 -0.328 1.163
C -2.589 0.341 0.364
C -4.043 5.825 2.522
C 2.083 0.299 -0.963
C -4.008 -5.535 -8.079
H -4.327 2.201 -2.317
H 0.978 3.146 3.346
H 0.931 0.275 5.384
H 2.738 -0.556 -1.319
H -1.291 -0.938 1.620
H 5.559 -0.144 1.185
H -3.066 1.360 0.517
H 1.020 -0.026 -1.236
H 3.817 -3.736 -0.530
H -3.965 0.042 -1.591
H -4.747 6.030 3.332
H 4.194 -0.843 4.810
H -2.038 -3.703 -8.635
H 5.327 2.347 -1.437
H 0.920 -0.242 2.246
H -1.137 -5.160 -6.913
H -2.641 2.434 -3.051
H -3.644 6.772 2.156
H 1.719 1.001 6.954
H 0.641 -0.963 0.612
H 6.729 -2.649 1.435
H -5.301 -5.085 3.139
H -2.631 0.031 -2.912
H -5.723 -3.844 1.943
H -2.891 2.690 -1.243
H -0.437 -2.600 -2.447
H 1.782 5.032 3.211
H -1.443 -6.622 -7.871
H 2.258 1.147 -1.705
H 4.580 0.741 2.921
H 3.451 4.574 2.425
H -3.183 -5.573 2.050
H 4.883 0.152 -0.465
H 3.138 1.942 5.105
H -1.808 0.576 2.477
H -1.951 -3.269 -3.087
H 0.773 -3.074 -4.502
H 0.238 1.731 6.210
H -3.359 -0.471 0.543
H 6.132 1.910 0.566
H 0.708 1.394 3.579
H -2.048 4.946 2.337
H 2.632 6.138 2.078
H 6.022 3.264 1.478
H 3.518 2.547 2.906

Its charge is +1. For the highest occupied orbital energy, the calculation gives -11.436 eV. Its orbital gap is 8.4 eV.

Density functional theory data (ωB97M-V/def2-TZVPD) for C29H45Cl2LuN2P as an isolated structure.

Geometry (Å):
Lu -0.412 -0.574 3.156
Cl -2.240 0.828 2.367
Cl 1.512 0.443 2.036
P -0.303 1.049 -1.572
N 0.386 -0.577 5.296
N 1.375 0.438 6.973
C 2.486 -0.040 -4.193
C -1.926 0.300 -1.730
C -0.715 -2.367 1.878
C 1.355 -1.286 -1.705
C 0.303 1.956 5.325
C 2.377 -4.480 1.740
C -1.344 3.330 -0.313
C 1.140 3.264 -0.667
C 2.801 -1.492 -3.821
C 2.665 -1.794 -2.317
C 1.012 -1.557 6.104
C -0.223 2.849 -1.262
C 0.414 -5.894 1.478
C 0.075 5.370 0.325
C 1.159 0.194 -2.094
C -4.096 -1.017 -3.232
C 0.133 -3.464 1.706
C 1.231 4.782 -0.493
C -2.578 1.001 -2.939
C 1.150 0.426 -3.613
C -3.425 -1.722 -2.047
C 1.810 -5.768 1.610
C 0.634 0.612 5.865
C -1.299 4.850 -0.121
C 1.577 -3.357 1.781
C 1.634 -0.922 7.134
C -1.991 -1.244 -1.794
C -0.406 -4.788 1.489
C -4.008 0.509 -3.151
H -1.690 -2.492 1.409
H 0.325 -0.131 -4.085
H -1.346 -1.611 -2.609
H 0.993 1.489 -3.845
H -3.411 -2.804 -2.230
H 0.520 -1.895 -2.075
H 1.249 2.770 0.312
H -4.628 0.862 -2.318
H 1.248 2.502 5.177
H -1.611 -1.669 -0.853
H -0.233 1.865 4.361
H 2.009 -2.345 1.878
H -2.577 2.092 -2.793
H -0.365 3.270 -2.284
H 2.468 0.073 -5.281
H -1.569 5.336 -1.066
H -1.981 0.806 -3.847
H 2.447 -6.647 1.600
H 3.817 -1.742 -4.148
H -4.017 -1.549 -1.140
H -5.146 -1.322 -3.292
H -0.344 2.518 6.019
H 2.276 -1.292 7.909
H -2.332 3.030 -0.687
H 1.762 1.192 7.526
H 3.276 0.612 -3.802
H 2.114 -2.147 -4.373
H 2.749 -2.877 -2.153
H -3.612 -1.347 -4.159
H -1.213 2.832 0.662
H 3.497 -1.320 -1.781
H 1.369 -1.395 -0.611
H -1.492 -4.882 1.377
H 1.990 0.763 -1.630
H -0.023 -6.895 1.369
H 0.093 6.463 0.255
H -2.411 0.611 -0.779
H 0.222 5.120 1.384
H 2.188 5.028 -0.025
H 3.463 -4.382 1.816
H -4.402 0.951 -4.071
H 1.233 5.253 -1.483
H 1.962 2.912 -1.302
H 0.934 -2.598 5.856
H -2.065 5.131 0.610

Its charge is -1. The energy relative to the best compared isomer or geometry (same formula, charge and spin) is 15.55 kcal per mole. For the highest occupied orbital energy, the calculation gives -1.625 eV. Its orbital gap is 3.6 eV.

Number 1: calculated total energy -8829.7332 a.u., strongest force on any atom 0.3 eV/Å. Number 2: calculated total energy -1963.8584 a.u., strongest force on any atom 12.6 eV/Å. Number 3: calculated total energy -12095.5509 a.u., strongest force on any atom 6.3 eV/Å. Number 4: calculated total energy -3738.9044 a.u., strongest force on any atom 3.7 eV/Å.